Formula: C4H14O3
Source: the Open Molecules 2025 dataset
Level of theory: ωB97M-V/def2-TZVPD

ORCA input file:
```
! wB97M-V def2-TZVPD RIJCOSX def2/J DEFGRID3
* xyz 0 1
H -0.411 -1.907 -1.385
H -0.791 3.187 -0.456
H -0.460 0.721 -1.504
H -1.314 -1.706 0.136
H -1.510 0.686 -0.193
H 1.203 -0.369 2.027
H 0.396 -3.073 1.131
C -1.177 0.062 -1.014
H 1.388 -3.190 -0.330
O -1.326 3.699 -1.086
O 0.407 -0.551 1.520
H 1.460 -0.589 -0.270
H 1.210 3.277 0.811
C 0.738 -1.197 0.275
H -1.938 -0.194 -1.741
O 0.568 2.562 0.776
H 2.101 -2.609 1.215
C -0.566 -1.256 -0.526
C 1.208 -2.622 0.580
H -2.208 3.316 -1.006
H 1.020 1.753 1.040
*
```

## Properties
Frontier orbital gap ... 11.174 eV
SMILES ... CC[C@H](C)O.O.O
HOMO ... -10.71 eV
Energy relative to the best compared isomer or geometry (same formula, charge and spin) ... 37.37 kJ/mol

Formula: C19H41F3O3Sb
Source: the Open Molecules 2025 dataset
Level of theory: ωB97M-V/def2-TZVPD

ORCA input file:
```
! wB97M-V def2-TZVPD RIJCOSX def2/J DEFGRID3
* xyz -1 1
H 3.134 0.892 -0.848
H -5.219 0.729 -0.997
C 2.097 0.378 2.470
O -1.622 -1.997 -0.155
H -2.977 -1.398 -3.348
H 2.347 -2.222 0.670
C 1.560 1.709 -2.010
H 3.004 -0.791 -3.273
H -1.092 0.458 0.893
F -3.600 -4.475 3.846
H 2.878 2.668 3.597
H 4.247 2.419 -2.450
C -4.521 1.530 -1.228
H 1.807 2.769 -2.095
H 0.132 -2.685 1.680
H -4.780 2.353 -0.560
H -1.590 -0.211 -1.828
F -4.702 -2.665 3.223
H 0.149 0.588 3.354
C 3.914 1.443 -2.792
F -3.398 -2.586 4.966
H 4.223 -1.047 0.314
H 1.305 -2.899 -0.562
C -2.142 2.271 -1.498
H 2.667 1.900 1.049
C 1.843 -1.987 -0.278
H 0.945 1.589 -1.125
H 3.524 1.524 -3.804
H 0.954 1.836 1.403
C -3.063 1.146 -0.967
H -1.440 1.887 -2.231
H -4.680 1.889 -2.239
C -2.099 -1.417 2.818
H 0.905 -0.967 3.664
H 2.641 -0.291 1.813
C -3.436 -0.561 -2.821
C 2.833 0.850 -1.890
H -4.449 -0.871 -2.584
O 0.987 -0.900 -0.145
C 2.516 -0.599 -2.316
O -2.464 -2.820 2.906
C -2.641 -0.234 -1.559
H -1.571 2.736 -0.700
C 1.944 1.781 1.853
H 1.448 -0.692 -2.474
C 2.094 2.899 2.879
H -3.403 -1.012 0.318
H -3.454 0.269 -3.523
Sb -0.484 -1.110 1.302
C 0.749 -0.204 2.900
C -3.495 -3.111 3.706
H 0.989 1.439 -2.893
H -2.980 -0.812 2.613
C -2.814 -1.386 -0.530
C 4.311 -1.463 -0.686
H 4.952 -0.837 -1.302
H 2.354 3.841 2.402
H -2.720 3.058 -1.980
H -3.429 -2.162 -0.998
H -2.956 1.102 0.111
H 3.051 -2.610 -1.925
H 2.710 0.491 3.370
H 1.176 3.019 3.449
H 4.830 -2.415 -0.581
H 4.771 0.772 -2.820
H -1.707 -1.099 3.782
C 2.937 -1.700 -1.335
*
```

## Properties
Frontier orbital gap ... 7.904 eV
HOMO ... -4.90 eV

Formula: C7H16O2
Source: the Open Molecules 2025 dataset
Level of theory: ωB97M-V/def2-TZVPD

ORCA input file:
```
! wB97M-V def2-TZVPD RIJCOSX def2/J DEFGRID3
* xyz 0 1
H -1.324 0.962 -1.549
H -3.487 -2.035 -0.463
H 0.115 -0.979 -1.155
H -0.353 2.766 1.043
C -0.080 0.702 1.538
H 2.389 1.075 -1.435
C 0.939 -0.318 1.968
C 0.434 2.109 1.404
H -2.335 -1.232 -1.557
H 0.777 2.457 2.381
C 0.533 -0.004 -1.360
H -2.367 -3.004 -1.445
H 2.460 -0.485 -0.565
C 2.024 0.041 -1.410
H 0.150 2.011 -1.798
H 2.369 -0.460 -2.314
H 1.951 -0.008 1.729
H 0.858 -0.428 3.046
O -1.503 -2.104 0.135
O -1.242 0.415 1.371
C -0.251 1.033 -1.581
H -1.577 -1.282 0.649
H 1.281 2.132 0.722
C -2.475 -2.080 -0.878
H 0.713 -1.282 1.523
*
```

## Properties
Frontier orbital gap ... 10.455 eV
SMILES ... CC(C)=O.C=CC.CO
HOMO ... -9.58 eV
Energy relative to the best compared isomer or geometry (same formula, charge and spin) ... 176.29 kJ/mol

Formula: C33H25Br4FN5O8W
Source: the Open Molecules 2025 dataset
Level of theory: ωB97M-V/def2-TZVPD

ORCA input file:
```
! wB97M-V def2-TZVPD RIJCOSX def2/J DEFGRID3
* xyz -1 3
N 0.100 -2.045 0.579
O -1.703 -0.333 1.221
H 0.267 -5.628 1.944
O -2.625 -1.699 2.755
H 3.069 2.286 -0.707
C 2.292 1.609 -0.356
H -1.601 -3.418 -3.644
H 5.433 -0.950 -1.287
O -1.762 0.633 -1.429
H -0.135 2.773 -1.747
N 0.198 -2.548 -4.269
H 1.008 3.052 -5.298
Br -4.733 5.087 1.271
C -1.109 -2.445 -3.638
C -0.760 -3.745 1.997
N 1.486 1.039 -1.203
C 3.548 -0.628 -2.321
C 2.553 1.575 -5.231
H 2.929 -0.934 -1.475
H -1.521 -4.018 2.714
Br -6.236 3.371 -1.135
F 3.306 -4.224 -3.539
N 1.242 0.352 1.345
H -1.640 1.840 -3.551
C 0.224 -4.614 1.568
Br -1.581 4.283 2.106
H 2.032 -1.307 -6.604
H 0.351 4.057 -2.830
C -2.521 3.360 0.756
C 2.823 0.418 -3.133
O -1.930 -2.288 -1.432
C -2.491 1.599 -0.902
Br -4.562 0.881 -2.637
C 1.064 -2.876 0.171
C 1.161 -4.168 0.643
O -0.284 -1.004 -5.890
H -1.202 3.197 -4.598
H 0.830 -3.883 -2.794
N 1.788 -1.930 -5.844
C 2.181 1.304 1.015
H -1.709 -1.743 -4.215
H 3.701 -1.512 -2.945
C -1.052 -1.946 -2.199
C 0.018 3.013 -2.798
C 1.795 1.201 -2.593
C 4.908 -0.148 -1.809
O -0.034 -1.179 -1.927
O -0.607 1.953 0.379
H 2.854 1.736 -6.259
C 2.330 0.971 3.213
H 0.661 -0.512 3.187
H 1.955 -4.810 0.289
C -4.466 2.959 -0.618
C 1.150 -3.336 -3.672
C -1.818 -1.433 1.883
C -3.788 1.913 -1.262
C -1.302 2.876 -3.559
C -3.837 3.678 0.387
W -0.213 0.025 -0.199
C 1.326 0.167 2.672
O 3.940 -2.675 -5.782
H 1.753 -2.481 -0.564
C 2.824 -2.676 -5.304
C 3.201 0.628 -4.454
C 1.118 2.146 -3.364
H -2.076 3.487 -3.091
C -0.779 -2.459 1.486
H 4.795 0.686 -1.115
C 2.880 1.699 2.155
C 2.394 -3.437 -4.143
H 3.999 0.027 -4.876
H 5.534 0.187 -2.637
C 0.500 -1.755 -5.359
H 2.613 1.014 4.252
C -1.849 2.340 0.115
H 3.675 2.427 2.197
C 1.516 2.313 -4.689
*
```

## Properties
Frontier orbital gap (spin up / spin down) ... 6.662 / 6.996 eV
HOMO (spin up / spin down) ... -4.57 / -5.15 eV
Energy relative to the best compared isomer or geometry (same formula, charge and spin) ... 15.68 kJ/mol

Formula: C5H10S
Source: the Open Molecules 2025 dataset
Level of theory: ωB97M-V/def2-TZVPD

ORCA input file:
```
! wB97M-V def2-TZVPD RIJCOSX def2/J DEFGRID3
* xyz 0 3
H -1.063 0.579 1.360
C 1.971 -0.152 -0.593
C -1.784 1.248 -0.410
H 1.452 -1.131 1.194
H -0.636 -1.453 -0.870
H -2.716 0.983 -0.069
C -0.763 0.440 0.355
C -0.292 -0.981 0.054
H -1.624 1.179 -1.397
H -1.627 2.296 -0.118
H 2.101 0.028 -1.675
H -0.772 -1.583 0.830
S 1.365 1.250 0.122
H 1.451 -2.280 -0.250
C 1.223 -1.299 0.075
H 1.714 0.875 1.392
*
```

## Properties
Frontier orbital gap (spin up / spin down) ... 5.894 / 8.946 eV
HOMO (spin up / spin down) ... -4.94 / -9.63 eV
Energy relative to the best compared isomer or geometry (same formula, charge and spin) ... 117.33 kJ/mol

Formula: C3H5F2O2Si
Source: the Open Molecules 2025 dataset
Level of theory: ωB97M-V/def2-TZVPD

ORCA input file:
```
! wB97M-V def2-TZVPD RIJCOSX def2/J DEFGRID3
* xyz 1 1
O 1.270 -1.051 -0.530
C 0.995 0.518 -1.476
H -1.029 0.692 -1.128
H 0.804 -1.214 1.601
C 0.671 -1.794 0.697
H -0.343 -2.120 0.505
H -0.042 0.896 0.321
C -0.087 1.101 -0.748
H -0.087 2.183 -0.918
F 3.611 -2.232 0.174
F 2.052 -3.560 -1.347
Si 2.122 -2.461 -0.242
O 1.708 0.616 -2.364
*
```

## Properties
Frontier orbital gap ... 11.906 eV
HOMO ... -16.04 eV
Energy relative to the best compared isomer or geometry (same formula, charge and spin) ... 175.77 kJ/mol

Formula: H22O23S3Zn2
Source: the Open Molecules 2025 dataset
Level of theory: ωB97M-V/def2-TZVPD

ORCA input file:
```
! wB97M-V def2-TZVPD RIJCOSX def2/J DEFGRID3
* xyz -2 1
O 1.339 2.566 1.097
O -2.774 3.728 6.021
H -7.248 5.184 6.612
O 0.765 1.632 7.444
O -2.748 8.094 6.362
H -7.434 2.296 1.294
H -4.673 7.824 2.876
S -5.918 7.278 10.807
H -5.937 0.027 4.165
O -1.175 5.742 0.624
H -6.621 3.160 2.234
O -2.257 2.714 4.015
H 0.969 3.443 1.204
O -5.141 6.329 10.051
O -4.836 8.720 2.580
H 2.275 2.678 1.262
O -7.189 3.205 1.465
O -5.974 6.878 12.203
O -2.207 -0.870 11.907
H -1.418 6.532 0.141
O -5.329 8.638 10.813
O 1.026 6.025 5.952
H -3.331 -1.686 3.441
O -0.353 -1.197 10.445
H 1.703 5.445 5.604
O -2.480 -2.289 9.995
H -7.213 1.843 8.522
O -4.590 2.946 4.665
Zn -3.539 3.299 9.408
H -3.495 7.956 6.944
Zn -0.490 0.290 2.218
H -1.791 5.709 1.356
S -1.829 -1.067 10.522
H 1.120 1.537 6.560
H -0.170 1.789 7.311
O -2.459 -2.063 3.326
O -3.326 4.900 4.049
H -6.846 -0.999 3.523
H -2.413 -2.765 3.975
H -7.861 6.360 7.343
H -2.832 7.409 5.698
O -7.698 6.016 6.465
H 0.487 5.461 6.506
O -6.170 -0.901 4.193
O -2.313 0.049 9.751
O -7.295 7.383 10.384
O -6.368 2.207 8.259
S -3.271 3.579 4.677
H -4.050 9.204 2.834
H -6.353 2.116 7.306
*
```

## Properties
Frontier orbital gap ... 1.849 eV
HOMO ... -3.38 eV
Energy relative to the best compared isomer or geometry (same formula, charge and spin) ... 1816.62 kJ/mol

Formula: C16H32O4
Source: the Open Molecules 2025 dataset
Level of theory: ωB97M-V/def2-TZVPD

ORCA input file:
```
! wB97M-V def2-TZVPD RIJCOSX def2/J DEFGRID3
* xyz 0 1
C 26.988 7.929 6.688
H 23.420 2.961 0.233
H 23.631 2.446 2.524
H 25.405 8.091 5.178
C 28.478 9.278 5.470
C 29.838 5.137 9.064
O 28.232 8.673 6.738
H 23.407 7.110 7.383
C 24.158 3.361 2.250
H 24.785 3.577 6.482
C 23.536 4.965 7.565
H 23.707 4.150 2.851
C 28.744 3.471 7.714
O 24.263 5.194 5.328
O 25.299 3.798 0.198
H 29.147 3.406 6.700
H 23.957 5.128 8.558
H 27.165 9.541 3.754
H 26.626 10.218 5.358
H 25.986 4.107 3.074
H 26.826 7.231 4.622
H 27.804 5.168 9.829
H 28.960 10.250 5.584
H 26.310 2.127 0.742
H 26.317 8.337 7.444
C 27.095 9.388 4.829
C 26.494 8.055 5.251
H 25.646 5.067 6.854
H 29.879 3.010 9.557
H 30.187 5.513 10.023
H 28.223 6.470 8.727
C 24.668 4.659 6.593
H 30.915 3.414 8.257
H 29.172 8.622 4.928
C 22.915 6.222 6.979
H 30.339 5.720 8.285
H 21.864 6.329 7.249
C 23.171 6.095 5.480
H 27.280 6.906 6.920
C 26.233 3.169 1.069
C 23.991 3.731 0.760
H 25.947 2.345 3.008
C 25.676 3.255 2.471
C 29.941 3.664 8.681
O 27.945 4.633 7.786
H 22.299 5.693 4.953
H 23.547 4.720 0.656
H 22.834 4.133 7.610
C 28.337 5.399 8.897
H 28.239 2.533 7.954
H 23.434 7.055 5.032
H 27.183 3.690 0.956
*
```

## Properties
Frontier orbital gap ... 10.101 eV
SMILES ... C1CCOC1.C1CCOC1.C1CCOC1.C1CCOC1
HOMO ... -9.29 eV
Energy relative to the best compared isomer or geometry (same formula, charge and spin) ... 29.09 kJ/mol

Formula: C21H32N2O3S
Source: the Open Molecules 2025 dataset
Level of theory: ωB97M-V/def2-TZVPD

ORCA input file:
```
! wB97M-V def2-TZVPD RIJCOSX def2/J DEFGRID3
* xyz 0 1
C -0.003 0.094 -1.302
N -1.275 0.418 -1.011
H -4.252 -1.026 -0.375
C -0.112 -2.193 3.462
C 1.137 -3.721 4.848
H 4.297 2.527 -5.337
H -3.651 -0.316 -1.880
H -1.683 1.280 -1.360
H 2.269 -1.919 6.701
C -0.623 -4.549 3.441
C -4.261 1.092 -0.369
H -0.796 0.915 -3.765
H -1.187 -0.341 3.565
H -1.645 -3.071 2.278
C 0.994 1.774 -4.607
H 2.810 0.638 -4.717
C 2.635 -1.505 5.757
H 0.527 -0.186 3.114
C 0.286 0.814 -3.656
C 2.914 1.946 -3.021
H -0.130 -1.084 0.892
H 3.424 -2.150 5.357
H -5.291 1.123 -0.725
C -0.375 -0.789 2.980
H -2.043 4.073 0.151
H 0.367 2.107 -1.934
C -2.010 -0.372 1.210
C 0.695 1.097 -2.204
H -1.216 -5.369 3.067
H 0.699 1.551 -5.635
O 0.524 -0.927 -0.888
C -3.629 -0.231 -0.790
C -2.191 -0.474 -0.322
C -2.673 3.243 0.454
C 3.217 2.620 -5.428
H 3.995 1.845 -2.911
H 2.512 -0.035 -2.265
O -2.878 0.015 1.971
H 2.649 2.977 -2.771
H -2.078 2.468 0.927
H 0.686 2.798 -4.385
H 2.940 2.404 -6.457
H 2.943 3.650 -5.208
H 3.041 -0.510 5.936
N -0.787 -0.753 1.596
C 0.900 -2.426 4.405
H 1.912 -3.923 5.571
H -4.246 1.192 0.713
H 0.577 -5.774 4.720
C 0.378 -4.774 4.365
H -1.904 -1.500 -0.596
C -0.860 -3.259 2.996
H 0.557 -0.214 -3.904
S -3.449 2.586 -1.053
C 2.212 0.994 -2.060
H -3.449 3.592 1.128
O 1.592 -1.326 4.831
H 2.497 1.221 -1.031
C 2.513 1.663 -4.470
*
```

## Properties
Frontier orbital gap ... 9.115 eV
SMILES ... COc1ccccc1CNC(=O)[C@@H](CCSC)NC(=O)[C@H]1CC[C@H](C)CC1
HOMO ... -8.43 eV
Energy relative to the best compared isomer or geometry (same formula, charge and spin) ... 12.23 kJ/mol

Formula: C12H13NO
Source: the Open Molecules 2025 dataset
Level of theory: ωB97M-V/def2-TZVPD

ORCA input file:
```
! wB97M-V def2-TZVPD RIJCOSX def2/J DEFGRID3
* xyz 0 1
C -4.479 0.309 0.352
H -5.108 -0.386 -0.259
H 3.194 -2.615 0.530
C 0.830 2.781 -0.230
C 0.162 0.320 -0.100
H 1.056 -3.330 -0.569
O 3.160 -1.609 0.441
H 3.497 0.823 0.497
H -4.413 1.338 -0.193
H -5.112 0.581 1.271
H -1.126 -2.746 -0.706
H 0.493 3.862 -0.273
C 2.506 1.067 0.211
N -2.284 -0.354 -0.535
C 1.855 -1.338 0.093
C -0.428 -1.979 -0.412
H -3.236 -1.222 1.099
H -1.272 2.010 -0.377
C -0.171 1.800 -0.389
C 0.891 -2.281 -0.306
C 1.542 0.016 0.079
C -0.898 -0.665 -0.234
C -3.127 -0.273 0.666
H 2.875 3.159 0.288
H -2.431 0.424 -1.237
H -2.641 0.479 1.302
C 2.139 2.405 0.076
*
```

## Properties
Frontier orbital gap ... 7.931 eV
SMILES ... CCNc1ccc(O)c2ccccc12
HOMO ... -7.57 eV
Energy relative to the best compared isomer or geometry (same formula, charge and spin) ... 108.51 kJ/mol

Formula: C4H4ClF
Source: the Open Molecules 2025 dataset
Level of theory: ωB97M-V/def2-TZVPD

ORCA input file:
```
! wB97M-V def2-TZVPD RIJCOSX def2/J DEFGRID3
* xyz 0 1
H 1.740 -0.465 -0.473
C -0.828 0.168 0.445
C 0.927 -0.909 -0.903
H -1.030 -1.312 -1.171
C -0.337 -0.727 -0.584
H -0.676 1.756 1.872
Cl 1.313 1.924 0.665
C -0.118 1.128 1.144
F -2.124 0.021 0.720
H 1.133 -1.584 -1.715
*
```

## Properties
Frontier orbital gap ... 9.171 eV
SMILES ... C=C/C(F)=C\Cl
HOMO ... -8.85 eV
Energy relative to the best compared isomer or geometry (same formula, charge and spin) ... 47.36 kJ/mol

Formula: C15H30ClF5O8PS
Source: the Open Molecules 2025 dataset
Level of theory: ωB97M-V/def2-TZVPD

ORCA input file:
```
! wB97M-V def2-TZVPD RIJCOSX def2/J DEFGRID3
* xyz -1 1
S -1.668 -4.084 0.347
H -2.363 0.154 -1.200
C 4.891 2.700 -0.282
C -2.681 -2.137 2.348
C 0.844 0.661 1.597
H -6.137 1.577 -0.146
H 1.375 -1.357 2.139
H 3.207 1.429 2.313
H 1.685 1.551 -0.183
C 0.482 -0.802 1.843
F -0.146 -3.874 2.524
H -2.330 -1.400 3.065
H -2.699 -1.967 -0.378
C 2.003 0.867 0.604
C -2.827 0.527 -0.278
C 3.311 1.397 1.226
H 5.792 2.294 0.189
F 0.322 -6.645 0.433
H -2.552 -3.149 2.711
C 0.682 -5.609 1.189
C -4.707 2.345 1.289
H -5.598 2.490 1.897
H -4.227 3.319 1.203
H 4.111 0.686 1.009
H -0.193 -0.859 2.698
H 3.621 3.520 -2.198
H 1.099 1.107 2.561
O -2.275 -0.143 0.848
H -2.520 1.570 -0.181
O 2.287 4.100 -6.857
H 2.224 -0.083 0.112
F 1.474 -4.787 0.495
C -5.062 1.749 -0.086
H -0.053 1.169 1.235
O 2.714 2.580 -5.102
H -4.020 1.700 1.838
H -4.662 0.022 -1.321
H -4.812 2.457 -0.878
H 4.712 2.617 -3.280
C -4.353 0.425 -0.355
P -1.897 -1.776 0.759
C -0.567 -4.866 1.701
O -2.962 -4.698 0.569
H 5.138 3.703 -0.649
O 4.534 1.859 -1.350
H 4.065 3.413 1.564
H -0.022 -0.865 -0.275
O 2.960 1.889 -7.347
O -0.951 -4.335 -0.885
H 0.410 -2.429 0.373
F 1.391 -6.076 2.234
H 3.138 1.952 -2.865
F -1.294 -5.723 2.420
O 0.807 2.301 -6.465
C -0.116 -1.507 0.605
H -4.678 -0.298 0.401
C 3.975 2.526 -2.483
H 2.914 3.283 0.239
C 3.756 2.782 0.726
Cl 2.191 2.717 -6.449
H -3.745 -1.969 2.186
*
```

## Properties
Frontier orbital gap ... 7.864 eV
HOMO ... -5.85 eV

Formula: C4H3NS
Source: the Open Molecules 2025 dataset
Level of theory: ωB97M-V/def2-TZVPD

ORCA input file:
```
! wB97M-V def2-TZVPD RIJCOSX def2/J DEFGRID3
* xyz 0 1
H 1.886 -1.079 0.376
H 1.046 1.125 1.768
C 0.524 0.629 0.946
C -1.182 0.233 -0.330
C -0.124 -0.623 -0.797
H -2.294 0.131 -0.595
C 0.984 -0.261 0.232
S -0.086 -1.264 -2.219
N -0.754 1.109 0.619
*
```

## Properties
Frontier orbital gap ... 7.497 eV
SMILES ... S=C1C=CN=C1
HOMO ... -9.37 eV
Energy relative to the best compared isomer or geometry (same formula, charge and spin) ... 159.85 kJ/mol

Electronic energy across the listed records, respectively: -386.5125; -1514.0632; -426.7487; -12611.5893; -594.4793; -756.8397; -6496.5635; -929.7130; -1552.8816; -595.0122; -714.8098; -2890.2979; -607.0471 Ha.